{"formula": "C24H22BrN3PtSbSe3Te", "method": "ωB97M-V/def2-TZVPD", "relative_energy_ev": 0.390, "total_charge": 1, "lumo_ev": -5.91, "homo_lumo_gap_ev": 4.7, "elements": ["H", "H", "C", "C", "Se", "H", "C", "H", "C", "H", "C", "C", "C", "C", "C", "C", "C", "Se", "C", "C", "C", "N", "H", "H", "H", "Te", "C", "N", "H", "C", "H", "H", "H", "C", "H", "C", "C", "H", "C", "C", "Br", "Pt", "C", "H", "H", "Se", "C", "H", "H", "Sb", "C", "H", "H", "N", "H", "H"], "xyz": [[1.077, -1.801, 0.989], [-1.802, -2.255, -2.160], [-0.360, -1.818, -0.619], [0.468, -2.413, 0.335], [-0.703, -0.071, -4.029], [4.244, 1.479, 1.119], [-0.222, -4.604, -0.346], [-3.291, -1.226, 1.907], [0.383, 4.469, 0.452], [-2.954, -2.415, 3.164], [-1.214, 3.360, -1.454], [0.292, 3.098, 0.269], [-0.360, 5.319, -0.350], [2.008, -1.601, -2.578], [-2.496, -1.775, 2.413], [-1.136, -2.664, -1.411], [-1.076, -4.046, -1.281], [-2.711, 0.128, -0.532], [3.968, -0.709, -1.400], [-0.510, 0.131, 4.999], [0.110, 0.770, 2.779], [1.805, 0.061, -0.720], [1.187, -4.234, 1.225], [1.016, 4.866, 1.234], [2.815, -2.078, -3.127], [-4.120, -0.474, -2.602], [4.597, 0.085, -0.472], [-0.468, 2.530, -0.695], [-2.433, 3.643, -3.173], [-1.522, -0.827, 3.047], [-2.000, -2.398, 1.667], [-0.407, 0.206, 6.073], [5.676, 0.099, -0.388], [-1.177, 4.745, -1.292], [4.543, -1.342, -2.061], [3.800, 0.850, 0.359], [-2.141, 2.836, -2.503], [-2.043, -1.367, 5.059], [2.420, 0.807, 0.230], [-1.414, -0.745, 4.437], [-0.098, -6.483, -0.191], [-0.371, 0.178, -0.764], [0.275, 0.905, 4.153], [-0.311, 6.394, -0.232], [-3.038, 2.432, -2.038], [-2.734, -0.415, -4.616], [2.580, -0.711, -1.521], [-1.677, 2.043, -3.079], [-1.703, -4.683, -1.891], [1.478, 2.046, 1.707], [0.544, -3.793, 0.474], [1.373, -2.375, -2.156], [1.412, -1.036, -3.287], [-0.773, -0.071, 2.240], [1.006, 1.595, 4.556], [-1.811, 5.355, -1.919]]}